(1)
The following is a DFT calculation (ωB97M-V/def2-TZVPD) of a single C4H8N2 molecule at a distorted geometry.

Each line ends with the Mulliken charge.
Atoms and positions in Å:
C1 2.226223 -0.582006 -0.008487  -0.83
C2 1.374041 0.704917 -0.063053  0.03
N1 0.173375 0.847327 -0.251555  -0.33
N2 -0.593472 -0.498155 -0.224517  -0.36
C3 -1.761099 0.113522 0.760871  -0.38
C4 -2.077563 -0.106377 -0.676844  -0.36
H1 1.589558 -1.314097 0.419771  0.32
H2 2.638686 -0.755282 -1.020627  0.24
H3 2.985719 -0.475344 0.808044  0.29
H4 1.780522 1.859806 -0.148206  0.28
H5 -2.200623 -0.698022 1.342005  0.24
H6 -1.657154 1.112307 1.262197  0.28
H7 -1.910163 0.726211 -1.356836  0.31
H8 -2.568049 -0.934803 -0.842763  0.29

Cartesian forces, eV/Å:
C 0.27 2.21 1.15
C 4.02 2.68 -0.68
N -3.99 -2.13 -0.94
N -2.44 3.29 2.14
C 0.19 -1.37 -1.12
C 5.76 4.68 1.98
H -0.66 -1.15 -0.50
H -0.14 -0.29 0.82
H -0.05 0.20 -1.17
H 0.16 -3.12 0.52
H 0.32 0.39 0.33
H 0.24 -1.27 -0.90
H -0.98 -0.26 -0.07
H -2.69 -3.86 -1.54

Computed properties:
Calculated total energy ... -7253.59456 eV
Energy relative to the best compared isomer or geometry (same formula, charge and spin) ... 413.0 kJ/mol
Frontier orbital gap ... 10.235 eV
Structure (SMILES) ... C/C=N\N1CC1
2S+1 ... 1

(2)
The following is a DFT calculation (ωB97M-V/def2-TZVPD) of a molecular structure, C4H9NO3SSi at a distorted geometry.

Each line ends with the Mulliken charge.
Atoms and positions in Å:
C1 -2.431655 -1.482899 -0.152922  -0.91
C2 -1.861699 -0.379175 0.351983  0.43
C3 -0.561790 0.066571 -0.167768  0.84
C4 -2.239488 0.554735 1.447453  -0.97
N1 2.026665 0.355566 -1.886758  -0.37
O1 0.410696 -0.832180 -0.028207  -0.23
O2 1.974724 1.130751 0.932983  -0.49
O3 -0.228836 1.195667 -0.489959  -0.60
Si1 1.769392 0.055237 -0.211230  0.53
S1 3.366485 -1.294648 0.228836  -0.42
H1 -3.500960 -1.915397 0.114516  0.26
H2 -2.012340 -1.939296 -1.044936  0.28
H3 -2.118603 1.500047 0.845258  0.31
H4 -1.673196 0.381293 2.368443  0.27
H5 -3.348873 0.354668 1.584543  0.31
H6 1.118385 0.410728 -2.351801  0.19
H7 2.793009 0.360900 -2.539981  0.19
H8 2.078273 2.019475 0.785346  0.31
H9 4.439819 -0.542035 0.214194  0.08

Cartesian forces, eV/Å:
C -2.25 0.03 0.12
C -0.06 -1.43 -0.37
C 0.45 -0.20 0.43
C -2.67 -0.16 -1.45
N -1.76 0.40 0.14
O -1.09 -1.02 0.07
O -0.12 -1.71 1.81
O -0.85 -0.16 -0.41
Si 3.82 -0.14 -2.45
S -0.47 -1.84 0.37
H 2.48 1.19 -0.14
H 0.18 -0.12 0.26
H -0.09 -0.18 1.81
H 0.01 0.57 -0.33
H 1.27 0.59 0.44
H 0.69 0.36 -0.25
H 0.07 -0.26 0.56
H 0.09 3.20 -0.59
H 0.30 0.88 -0.01

Computed properties:
Calculated total energy ... -30642.24051 eV
Energy relative to the best compared isomer or geometry (same formula, charge and spin) ... 69.2 kJ/mol
Frontier orbital gap ... 9.301 eV
2S+1 ... 1

(3)
The following is a DFT calculation (ωB97M-V/def2-TZVPD) of 7 unconnected molecules or ions with the total composition C28H42O14 at a distorted geometry.

Each line ends with the Mulliken charge.
Atoms and positions in Å:
O1 17.970709 -29.729861 -4.761752  -0.55
C1 16.868360 -29.720610 -5.238889  0.53
C2 16.404751 -28.849701 -6.374414  -0.30
C3 15.101913 -29.505760 -6.843797  -0.51
C4 14.681945 -30.281213 -5.565589  -0.48
O2 15.884659 -30.514158 -4.817736  -0.33
H1 16.365408 -27.808192 -6.060302  0.35
H2 17.131845 -28.898310 -7.186506  0.13
H3 14.371482 -28.751668 -7.118085  0.31
H4 15.291337 -30.261710 -7.600657  0.27
H5 13.964940 -29.724157 -4.962518  0.32
H6 14.222388 -31.230323 -5.833274  0.28
O3 19.576491 -35.005157 -9.122487  -0.64
C5 20.444577 -35.356725 -8.388407  0.51
C6 21.866121 -35.709889 -8.719576  -0.51
C7 22.621639 -35.676583 -7.402999  -0.70
C8 21.479005 -35.689839 -6.329117  0.41
O4 20.261232 -35.548348 -7.072566  -0.29
H7 21.765790 -36.715577 -9.144656  0.31
H8 22.268671 -35.097185 -9.522596  0.31
H9 23.327355 -36.491072 -7.280786  0.38
H10 23.129481 -34.722980 -7.255797  0.29
H11 21.505225 -36.685804 -5.894900  0.19
H12 21.586382 -34.881252 -5.620289  -0.27
O5 13.601199 -37.381290 -2.048887  -0.59
C9 13.967660 -36.922039 -3.090730  0.47
C10 13.491003 -37.292940 -4.488695  -0.36
C11 14.373231 -36.469389 -5.409063  -0.62
C12 14.953248 -35.370651 -4.487845  0.19
O6 14.833772 -35.903191 -3.168476  -0.32
H13 13.596454 -38.377601 -4.543846  0.27
H14 12.436682 -37.098588 -4.681764  0.25
H15 15.232284 -37.046125 -5.757080  0.26
H16 13.873791 -36.127281 -6.312690  0.39
H17 15.993282 -35.199595 -4.764986  -0.12
H18 14.477362 -34.388571 -4.455366  0.19
O7 22.311484 -32.584997 -9.755407  -0.62
C13 21.487081 -32.065176 -9.074395  0.46
C14 20.032215 -31.768375 -9.362031  -0.63
C15 19.438028 -31.381591 -8.021527  0.11
C16 20.654656 -30.995334 -7.176727  0.98
O8 21.803902 -31.506543 -7.876806  -0.40
H19 20.074422 -30.982813 -10.124109  0.33
H20 19.494819 -32.572799 -9.858960  0.31
H21 18.779814 -30.521801 -8.145027  -0.10
H22 18.891703 -32.231220 -7.618502  0.28
H23 20.755170 -29.925696 -7.012440  0.22
H24 20.587797 -31.489315 -6.213649  -0.85
O9 20.764094 -37.437550 -2.766933  -0.59
C17 21.817769 -36.948557 -2.493066  0.41
C18 22.726130 -37.197163 -1.316934  -0.37
C19 23.856228 -36.192535 -1.468808  -0.63
C20 23.454083 -35.290343 -2.666675  -0.22
O10 22.332177 -35.956502 -3.251715  -0.17
H25 22.212866 -37.102801 -0.361872  0.28
H26 23.091328 -38.222771 -1.380788  0.28
H27 24.063193 -35.613737 -0.568477  0.34
H28 24.798484 -36.715000 -1.641109  0.25
H29 23.173935 -34.295901 -2.328229  0.19
H30 24.305050 -35.234330 -3.339687  0.31
O11 20.673420 -31.702319 -1.912753  -0.63
C21 19.979648 -32.324576 -2.674222  0.06
C22 20.413324 -33.022381 -3.943450  0.83
C23 19.067488 -33.162704 -4.668917  1.01
C24 18.073668 -33.274233 -3.533260  -0.44
O12 18.684567 -32.548400 -2.453190  -0.36
H31 21.142600 -32.418097 -4.480846  0.40
H32 20.909983 -33.964976 -3.708702  -0.90
H33 18.888511 -32.334989 -5.349675  -0.81
H34 19.088253 -34.090827 -5.246721  0.24
H35 17.093599 -32.847785 -3.737669  0.12
H36 17.949540 -34.307968 -3.199665  0.28
O13 20.950981 -26.378733 -2.277838  -0.61
C25 21.473798 -27.456644 -2.359299  0.33
C26 21.242565 -28.504486 -3.426676  0.07
C27 22.571556 -29.278434 -3.440235  -0.10
C28 23.058752 -29.066771 -1.993051  -0.45
O14 22.491990 -27.812809 -1.588060  -0.36
H37 20.388141 -29.112156 -3.123097  0.00
H38 21.042548 -28.030085 -4.383384  0.30
H39 22.402497 -30.317564 -3.709222  -0.10
H40 23.246454 -28.800491 -4.150077  0.40
H41 22.764607 -29.933389 -1.400670  0.24
H42 24.132989 -28.916749 -1.910934  0.31

Cartesian forces, eV/Å:
O -0.12 -0.28 0.07
C 1.02 0.60 -0.08
C 0.16 -0.44 -1.05
C 0.11 0.08 1.50
C -0.49 0.33 -0.64
O -0.58 -0.48 0.11
H -0.31 -0.03 0.11
H 0.24 0.13 0.26
H -0.20 -0.31 -0.34
H -0.04 0.37 -0.41
H 0.18 0.05 0.19
H 0.16 -0.15 0.24
O -0.70 0.17 -0.29
C 1.00 0.01 0.22
C 0.15 -0.37 -0.61
C -0.54 0.89 0.51
C 0.94 -1.24 -1.53
O -0.73 0.46 0.83
H 0.26 -0.09 0.16
H -0.06 0.20 0.16
H 0.01 -0.02 0.08
H 0.33 -0.10 -0.44
H -0.49 0.25 0.64
H -0.21 -0.10 0.22
O 0.30 -0.11 -0.12
C -1.26 0.18 -0.10
C 0.15 -0.38 -0.01
C 0.50 -0.06 -0.20
C -0.18 -0.12 -0.37
O 0.87 0.35 0.30
H 0.14 0.06 -0.34
H -0.06 0.19 0.55
H -0.09 -0.14 0.04
H -0.10 0.28 0.16
H 0.12 -0.08 0.45
H -0.36 -0.16 -0.37
O 0.32 -0.41 -0.28
C -0.53 0.55 0.34
C 0.04 -0.22 -0.70
C -0.10 0.67 -0.59
C -0.25 -0.55 -0.09
O 0.14 -0.07 0.41
H -0.12 0.31 0.32
H 0.32 -0.30 0.18
H -0.22 -0.16 0.23
H -0.02 0.07 0.16
H 0.14 0.06 -0.17
H 0.29 0.11 0.13
O 0.10 -0.33 -0.04
C -0.38 0.44 0.45
C 0.32 -0.23 0.23
C 0.67 0.16 0.24
C 0.49 -0.94 1.16
O 0.24 0.70 -0.83
H -0.32 -0.01 -0.19
H -0.11 -0.02 0.03
H -0.36 0.08 -0.01
H -0.06 0.05 -0.36
H -0.21 0.08 -0.18
H -0.35 0.10 -0.49
O -0.10 0.04 -0.08
C 0.78 -0.20 0.37
C -0.44 0.69 -0.26
C 0.72 -1.34 -0.63
C 0.15 -0.03 0.18
O -0.52 0.35 0.33
H 0.00 0.07 0.08
H -0.29 -0.12 0.14
H -0.18 0.16 0.24
H -0.26 0.19 -0.22
H 0.09 0.16 0.05
H 0.00 0.03 -0.05
O -0.19 -0.24 0.33
C -0.35 0.86 -1.29
C 0.29 -0.16 0.05
C -0.51 0.40 0.23
C 0.39 -0.29 -0.90
O 0.40 -0.58 1.09
H 0.03 -0.10 -0.13
H -0.27 0.08 0.10
H 0.30 -0.10 0.12
H 0.08 -0.14 -0.03
H -0.31 0.42 0.47
H 0.05 -0.21 -0.05

Computed properties:
Calculated total energy ... -58383.39473 eV
Energy relative to the best compared isomer or geometry (same formula, charge and spin) ... 57.3 kJ/mol
Frontier orbital gap ... 9.838 eV
Structure (SMILES) ... O=C1CCCO1.O=C1CCCO1.O=C1CCCO1.O=C1CCCO1.O=C1CCCO1.O=C1CCCO1.O=C1CCCO1
2S+1 ... 1

(4)
The following is a DFT calculation (ωB97M-V/def2-TZVPD) of a single C5H8N2O2S molecule at a distorted geometry.

Each line ends with the Mulliken charge.
Atoms and positions in Å:
C1 -1.320825 -0.143371 0.331316  -0.14
C2 -0.953015 0.853973 -0.515935  -0.35
C3 0.925616 -0.459685 0.784585  -0.30
C4 -0.633607 -1.710327 2.061801  -0.93
C5 1.120268 2.094934 -1.027390  -0.83
N1 -0.357975 -0.751045 1.031950  0.32
N2 0.217181 1.360627 -0.320607  -0.31
O1 -0.232658 -0.970013 -1.892049  -0.42
O2 2.159710 -0.533364 -1.853330  -0.57
S1 1.009839 -1.175416 -1.186763  0.64
H1 -2.309596 -0.476993 0.558752  0.41
H2 -1.631885 1.185527 -1.259726  0.43
H3 -0.048535 -2.565185 1.952500  0.38
H4 -0.527836 -1.387646 3.090629  0.36
H5 -1.635444 -2.129070 2.075618  0.32
H6 1.978660 2.362840 -0.383577  0.29
H7 1.594366 1.519806 -1.824518  0.37
H8 0.645738 2.924408 -1.623256  0.33

Cartesian forces, eV/Å:
C -1.84 -1.00 1.17
C 0.07 1.46 -0.28
C -0.36 2.45 -0.52
C -1.39 -0.69 1.23
C 1.25 1.75 -2.01
N 0.41 1.17 0.04
N 0.68 -3.69 3.19
O -1.47 0.01 -0.13
O -0.74 -0.15 0.92
S 3.39 -1.49 -1.91
H -0.54 0.02 -0.31
H -0.65 0.50 -0.63
H 1.45 -1.26 -0.35
H 0.53 0.80 -0.09
H -0.46 0.46 -0.81
H -0.73 0.53 -0.27
H -0.02 -0.63 -0.17
H 0.43 -0.23 0.94

Computed properties:
Calculated total energy ... -23218.88391 eV
Energy relative to the best compared isomer or geometry (same formula, charge and spin) ... 696.1 kJ/mol
Frontier orbital gap ... 6.936 eV
2S+1 ... 1

(5)
The following is a DFT calculation (ωB97M-V/def2-TZVPD) of 2 unconnected molecules or ions with the total composition C16H5Cl3N3O4S at a distorted geometry.

Each line ends with the Mulliken charge.
Atoms and positions in Å:
N1 0.543986 5.427266 -0.632968  -0.53
C1 0.309896 5.055076 0.443856  -0.13
C2 0.051460 4.605000 1.733803  0.56
C3 0.991341 3.899592 2.435940  0.74
C4 2.233744 3.611272 1.883709  -0.17
N2 3.268664 3.373049 1.410818  -0.49
C5 0.712706 3.431354 3.794006  0.40
O1 1.536827 2.806459 4.438201  -0.64
C6 -0.576403 3.733386 4.361426  0.23
Cl1 -0.915698 3.189397 5.949948  -0.14
C7 -1.506744 4.435070 3.667907  0.23
Cl2 -3.026390 4.783509 4.377244  -0.15
C8 -1.248790 4.909775 2.332341  0.43
O2 -2.096971 5.548853 1.734097  -0.65
N3 -0.302886 -6.688577 -5.498495  -0.54
C9 -0.291135 -5.868283 -4.676378  0.07
C10 -0.280166 -4.878778 -3.678701  0.51
C11 -0.649649 -3.572665 -3.971083  -0.68
C12 -0.647589 -2.608780 -2.983663  -0.23
C13 -0.281824 -2.937797 -1.699030  0.08
S1 -0.320813 -1.716177 -0.380304  0.94
C14 1.359787 -1.109852 -0.304875  -0.60
Cl3 1.704708 0.352468 0.497093  -0.13
O3 -1.180515 -0.595550 -0.907033  -0.64
O4 -0.542530 -2.487455 0.897397  -0.63
C15 0.093091 -4.224416 -1.399025  -0.30
C16 0.094320 -5.193181 -2.379829  -0.70
H1 -0.952194 -3.335054 -4.977590  0.44
H2 -0.960205 -1.600903 -3.200632  0.48
H3 2.158679 -1.666640 -0.735641  0.40
H4 0.352673 -4.468136 -0.382579  0.42
H5 0.368620 -6.209283 -2.149962  0.43

Cartesian forces, eV/Å:
N -0.32 -0.47 1.52
C 0.47 1.04 -2.91
C 0.51 -0.88 1.42
C -1.50 0.66 -0.23
C 2.65 -0.73 -1.06
N -1.32 0.36 0.58
C 1.38 -0.94 0.60
O 0.04 0.18 -0.26
C -1.95 0.74 0.18
Cl 0.35 -0.09 -0.14
C 0.33 -0.94 1.82
Cl 0.02 0.14 -0.34
C -0.91 0.87 -1.14
O 0.29 -0.06 -0.12
N 0.02 0.97 0.96
C -0.04 -1.82 -1.83
C 0.06 0.83 0.91
C -0.11 0.11 -0.25
C -0.27 0.40 -0.37
C 0.12 0.31 0.48
S 2.04 1.91 1.17
C -2.00 -0.70 -0.52
Cl -0.20 0.15 -0.01
O 0.71 -2.48 1.72
O -0.94 1.50 -2.66
C 0.15 -0.44 0.41
C 0.10 -0.36 0.01
H -0.04 0.15 -0.13
H 0.00 0.18 0.00
H 0.24 -0.39 -0.07
H 0.04 -0.05 0.16
H 0.08 -0.14 0.10

Computed properties:
Net charge ... -1
Calculated total energy ... -77732.39928 eV
Frontier orbital gap ... 2.401 eV
2S+1 ... 1

(6)
The following is a DFT calculation (ωB97M-V/def2-TZVPD) of a single C2H5FIN molecule at a distorted geometry.

Each line ends with the Mulliken charge.
Atoms and positions in Å:
C1 0.875736 0.812343 -0.346944  -0.82
C2 0.195052 -0.284218 0.488137  -0.22
N1 -0.919163 -0.803390 -0.209383  -0.27
F1 -1.527258 -2.158874 0.313264  -0.28
I1 -2.554210 0.504824 -0.606743  0.16
H1 0.926420 1.683894 0.142247  0.33
H2 1.914905 0.376480 -0.643109  0.24
H3 0.236774 0.913624 -1.271404  0.26
H4 0.876493 -1.162849 0.702283  0.33
H5 -0.024747 0.118168 1.431653  0.26

Cartesian forces, eV/Å:
C 0.48 -4.91 -3.55
C 1.34 -1.30 1.27
N -2.44 -1.96 -2.31
F 1.44 3.10 -0.10
I 0.84 -0.90 0.74
H 0.33 3.18 1.79
H -1.79 1.25 0.32
H 1.07 0.18 0.70
H -0.71 0.83 -0.51
H -0.57 0.54 1.65

Computed properties:
Calculated total energy ... -14459.47897 eV
Energy relative to the best compared isomer or geometry (same formula, charge and spin) ... 344.0 kJ/mol
Frontier orbital gap ... 8.406 eV
Structure (SMILES) ... CCN(F)I
2S+1 ... 1

> The highest calculated total energy belongs to which entry?

C4H8N2

> Which formula does entry 1 have?

C4H8N2

> Which value of 2S+1 does entry 1 give?

1

> What is the frontier orbital gap in the second record?

9.301 eV